This record from the Open Molecules 2025 dataset describes a cluster of 3 separate species, C4H14O2 in total at a distorted geometry. The level of theory is ωB97M-V/def2-TZVPD.

Summary:
E_LUMO: 0.035 Ha
ΔE to the lowest compared entry with this formula, charge and spin: 111.48 kJ/mol
Orbital gap: 11.6030 eV
Electronic energy: -311.2375 Eh
Structure (SMILES): CCCC.O.O

```
20
Properties=species:S:1:pos:R:3:forces:R:3:lowdin_charge:R:1
C -4.100 -0.891 -0.081 -2.223 0.371 -1.380 -0.1421
C -0.955 -2.486 -0.222 0.726 0.686 1.925 -0.1085
C -1.604 -1.029 -0.052 -0.305 -2.811 -1.494 -0.2269
C -2.870 -0.974 -0.970 1.087 2.377 2.113 -0.2728
H -4.164 -1.646 0.687 0.372 -0.249 0.407 0.0593
H -5.012 -1.102 -0.721 0.749 0.397 0.659 0.0804
H -4.285 0.119 0.372 0.475 -0.900 -0.331 0.0854
H -1.163 -3.200 0.602 -0.033 0.741 0.022 0.0625
H 0.130 -2.277 -0.162 -0.333 -0.751 -0.361 0.0593
H -1.223 -3.111 -1.069 0.050 0.742 -0.635 0.0527
H -0.825 -0.328 -0.338 -0.191 0.264 0.035 0.0859
H -1.935 -0.866 0.963 0.316 0.105 0.348 0.0841
H -2.748 0.002 -1.464 -0.518 -0.548 -0.616 0.1019
H -2.875 -1.803 -1.635 -0.170 -0.423 -0.692 0.0787
H 1.696 6.235 1.072 0.370 -0.010 -0.234 0.0322
H 0.562 7.163 0.930 -0.040 0.327 -0.287 0.0322
O 1.423 6.986 0.531 -0.330 -0.317 0.521 -0.0643
H 6.384 -2.045 1.257 0.205 -0.182 -0.472 0.0389
H 6.571 -3.089 0.133 -0.037 0.059 0.106 0.0297
O 6.831 -2.204 0.409 -0.168 0.123 0.367 -0.0685
```
Forces are in eV/Å.

---

This record from the Open Molecules 2025 dataset describes a cluster of 2 separate species, C9H10N in total at a distorted geometry. The level of theory is ωB97M-V/def2-TZVPD.

Summary:
E_LUMO (spin up / spin down): -0.172 / -0.209 Ha
ΔE to the lowest compared entry with this formula, charge and spin: 685.04 kJ/mol
Orbital gap (spin up / spin down): 7.2724 / 6.2944 eV
Charge: +1
Electronic energy: -403.1798 Eh

```
20
Properties=species:S:1:pos:R:3:forces:R:3:lowdin_charge:R:1
C -2.937 -1.097 0.362 1.150 1.030 0.301 0.0321
C -3.395 0.267 0.271 2.321 -0.968 -0.919 0.0024
C -1.550 -1.259 0.133 -0.420 0.239 0.445 -0.0119
C -2.499 1.200 -0.199 0.812 1.739 -0.940 0.0215
C -0.592 -0.294 -0.075 -0.059 -0.981 0.992 -0.1649
C -0.315 1.916 -0.546 6.705 4.956 -1.304 0.1016
C 1.944 0.117 -0.062 -5.215 -1.234 0.652 -0.1095
C 0.846 -0.688 0.019 2.407 0.008 0.022 -0.0244
C 3.287 0.374 0.128 3.598 1.108 -4.428 -0.1088
N -1.090 1.005 -0.223 -2.541 -4.655 0.347 -0.1119
H -3.485 -2.003 0.682 -0.041 1.072 -0.309 0.1359
H -4.341 0.632 0.502 -1.748 0.091 0.020 0.1009
H -1.072 -2.182 0.270 -0.066 -1.569 0.051 0.1008
H -2.576 2.224 -0.714 -1.267 -1.546 1.541 0.1605
H -0.704 2.832 -1.065 0.486 -0.779 0.930 0.1205
H 1.110 -1.821 0.241 -1.043 2.229 -0.466 0.1702
H 1.124 1.708 -0.267 -4.047 -0.089 -0.923 0.2190
H 3.569 0.914 0.987 0.354 -0.296 1.697 0.0799
H 3.483 1.276 -0.608 -0.088 -1.366 0.734 0.1352
H 4.042 -0.386 -0.360 -1.297 1.012 1.556 0.1510
```
Forces are in eV/Å.

---

This record from the Open Molecules 2025 dataset describes a structure of composition C31H38BF3O2 at a distorted geometry. The level of theory is ωB97M-V/def2-TZVPD.

Summary:
E_LUMO: 0.006 Ha
ΔE to the lowest compared entry with this formula, charge and spin: 0.00 kJ/mol
Orbital gap: 7.8188 eV
Electronic energy: -1679.0188 Eh

```
75
Properties=species:S:1:pos:R:3:forces:R:3:lowdin_charge:R:1
C -3.403 0.029 2.576 -1.512 -0.171 1.076 -0.0913
C -2.237 0.610 1.882 0.038 1.333 -3.209 -0.2870
C -0.835 0.366 2.269 1.956 -1.290 0.766 -0.0742
C 0.120 1.435 2.421 -4.143 0.041 -1.023 -0.2232
C -0.357 2.878 2.380 0.772 0.211 -0.107 -0.0353
C 1.414 1.179 2.580 4.450 -0.538 0.675 -0.0384
C 1.958 -0.124 2.720 -1.915 0.816 -0.075 -0.2444
C 3.413 -0.391 2.905 0.258 -0.173 -0.103 -0.0592
C 0.990 -1.135 2.723 3.846 -1.762 0.747 -0.0506
C -0.325 -0.962 2.559 -3.461 2.054 -1.318 -0.2133
C -1.251 -2.157 2.602 0.439 -0.624 -0.020 -0.0374
H -4.156 0.819 2.681 -0.081 -0.214 0.023 0.0877
H -3.932 -0.823 2.091 0.639 0.400 -0.048 0.0922
H -3.183 -0.299 3.593 0.165 0.088 -0.022 0.0800
H -2.365 1.579 1.466 0.072 2.350 2.699 0.0823
H 0.529 3.534 2.484 -0.492 -0.218 -0.026 0.0782
H -0.845 3.146 1.438 -0.010 -0.076 0.142 0.0702
H -1.032 3.092 3.213 -0.046 -0.043 -0.154 0.0868
H 2.139 2.033 2.620 -0.741 -0.735 0.013 0.1324
H 3.606 -1.464 2.939 -0.012 0.033 -0.060 0.0726
H 3.995 0.032 2.084 0.019 -0.005 -0.009 0.0805
H 3.812 0.029 3.829 -0.127 0.114 0.045 0.0806
H 1.373 -2.187 2.868 -0.468 1.087 -0.100 0.1297
H -0.623 -3.071 2.650 -0.456 0.409 0.001 0.0815
H -1.884 -2.143 3.501 0.108 -0.018 -0.331 0.0815
H -1.891 -2.254 1.712 0.128 0.180 0.327 0.0628
C -2.351 -3.383 -1.503 0.193 -0.028 0.388 -0.0096
C -3.368 -2.812 -2.471 0.269 -0.067 0.249 -0.4422
C -3.152 -3.445 -3.840 -0.144 -0.131 -0.172 -0.0021
C -4.845 -2.857 -1.907 -0.004 0.132 -0.079 -0.4581
C -5.911 -2.716 -3.012 -0.036 -0.031 -0.089 -0.0004
C -5.228 -4.023 -1.035 0.102 -0.223 -0.007 -0.0043
O -4.874 -1.634 -1.109 -0.649 -0.146 -1.089 0.1176
B -4.302 -0.834 -2.103 1.720 -0.107 1.804 -0.7252
C -4.900 0.416 -2.685 -1.646 1.078 1.046 -0.0970
C -4.378 0.933 -3.847 -0.002 1.064 -2.404 -0.0006
C -5.118 1.832 -4.660 -2.049 -1.321 4.201 0.0538
C -6.422 2.211 -4.152 2.308 0.175 -2.020 -0.1066
C -7.181 3.182 -5.025 -0.742 0.163 0.375 -0.5134
F -8.406 3.481 -4.467 1.113 -0.070 -0.820 0.0984
F -6.489 4.354 -5.159 -0.742 -0.880 -0.118 0.1210
F -7.411 2.688 -6.280 0.207 0.596 1.035 0.1204
C -6.897 1.765 -2.948 -0.438 -0.276 0.908 -0.0145
C -6.148 0.878 -2.178 0.729 -0.257 -1.067 0.0204
C -2.680 0.520 0.232 -1.281 -3.523 -0.077 -0.0909
C -2.027 1.238 -0.896 0.477 0.924 -1.745 -0.2115
C -2.545 2.505 -1.355 1.183 -0.681 0.877 -0.0503
C -1.775 3.337 -2.174 0.478 -0.543 -0.211 -0.0920
C -0.565 2.842 -2.705 -0.235 -0.226 -0.209 -0.1000
C -0.165 1.501 -2.504 -0.679 0.568 0.140 -0.0819
C -0.943 0.682 -1.670 -0.165 0.970 1.142 -0.0245
O -3.121 -1.376 -2.561 -0.810 -0.625 -0.986 0.1263
H -2.441 -4.478 -1.452 0.076 0.284 0.085 0.0965
H -1.343 -3.129 -1.865 -0.307 -0.106 0.144 0.0987
H -2.477 -2.950 -0.496 0.027 -0.217 -0.384 0.0809
H -3.370 -4.522 -3.775 0.038 0.245 -0.082 0.0975
H -3.779 -3.011 -4.631 0.130 -0.046 0.307 0.0912
H -2.100 -3.335 -4.143 -0.340 0.012 0.157 0.0972
H -5.995 -3.660 -3.556 -0.014 0.137 -0.103 0.0971
H -6.881 -2.503 -2.544 0.262 -0.061 -0.036 0.1062
H -5.720 -1.897 -3.728 0.066 -0.392 0.221 0.0987
H -5.143 -4.944 -1.631 -0.030 0.117 0.333 0.1003
H -4.591 -4.084 -0.143 -0.226 -0.050 -0.222 0.0924
H -6.281 -3.888 -0.743 0.401 -0.158 0.053 0.0999
H -3.405 0.586 -4.237 -0.552 0.102 0.432 0.1364
H -4.784 2.163 -5.575 0.743 0.768 -1.820 0.0905
H -7.890 2.056 -2.617 0.195 0.098 -0.047 0.1217
H -6.550 0.460 -1.256 0.119 0.083 -0.222 0.1252
H -3.844 0.772 0.246 2.455 -0.769 0.085 0.1600
H -2.455 -0.582 0.187 -0.964 0.737 -1.031 0.1079
H -3.516 2.855 -1.013 0.179 -0.035 0.284 0.1100
H -2.085 4.377 -2.380 0.062 -0.783 -0.027 0.1071
H 0.013 3.474 -3.384 -0.068 -0.139 0.377 0.0950
H 0.763 1.126 -2.971 -0.772 0.150 0.205 0.1063
H -0.666 -0.366 -1.561 -0.066 0.240 0.306 0.1061
```
Forces are in eV/Å.

---

This record from the Open Molecules 2025 dataset describes a cluster of 2 separate species, C5H11NO in total at a distorted geometry. The level of theory is ωB97M-V/def2-TZVPD.

Summary:
E_LUMO: 0.030 Ha
ΔE to the lowest compared entry with this formula, charge and spin: 217.10 kJ/mol
Orbital gap: 9.2853 eV
Electronic energy: -327.0487 Eh
Structure (SMILES): C=CC/C=C/N.O

```
18
Properties=species:S:1:pos:R:3:forces:R:3:lowdin_charge:R:1
C 0.737 0.457 -0.192 -0.228 0.162 0.042 -0.1334
C 0.857 -0.219 0.950 -0.603 0.554 0.092 -0.2451
N 1.674 0.069 2.049 0.325 -0.745 -0.213 0.0333
C -0.393 0.209 -1.172 0.646 -0.344 -0.187 -0.2238
C -0.067 -0.805 -2.261 -0.081 0.607 0.129 -0.1871
C -0.996 -1.512 -2.896 0.703 0.526 0.611 -0.0115
H 1.361 1.306 -0.444 0.278 -0.056 0.284 0.1030
H 0.158 -1.039 1.105 0.140 -0.188 -0.031 0.1171
H 1.650 -0.677 2.726 0.094 0.295 0.183 0.0736
H 1.648 0.984 2.467 -0.083 0.065 -0.196 0.0772
H -1.270 -0.135 -0.624 -0.219 0.192 -0.163 0.1028
H -0.577 1.180 -1.637 -0.414 -0.058 -0.018 0.1096
H 0.983 -0.840 -2.529 0.054 -0.405 0.031 0.0963
H -0.695 -2.272 -3.600 -0.424 0.051 -0.279 0.0488
H -2.018 -1.260 -2.641 -0.224 -0.648 -0.216 0.0579
H -1.256 1.210 3.571 -0.205 -0.435 0.481 0.0261
H -0.798 1.441 2.156 0.078 -0.071 -0.319 0.0022
O -0.999 1.901 2.973 0.162 0.499 -0.232 -0.0469
```
Forces are in eV/Å.

---

This record from the Open Molecules 2025 dataset describes the molecule C2H6N4 at a distorted geometry. The level of theory is ωB97M-V/def2-TZVPD.

Summary:
E_LUMO: 0.030 Ha
ΔE to the lowest compared entry with this formula, charge and spin: 533.68 kJ/mol
Orbital gap: 8.2154 eV
Electronic energy: -298.6456 Eh
Structure (SMILES): N/N=C\C=N\N

```
12
Properties=species:S:1:pos:R:3:forces:R:3:lowdin_charge:R:1
C -0.617 -0.333 -0.187 -2.054 -2.308 -0.551 -0.2845
C 0.272 -1.062 -0.984 3.007 -3.579 -0.103 -0.1887
H -2.688 0.902 0.614 4.048 1.538 1.516 0.1771
H -1.527 1.962 1.651 -0.203 0.905 1.864 0.0185
H -1.569 -0.851 -0.350 -1.003 0.995 -0.066 0.0936
H -0.061 -2.120 -1.357 0.524 2.453 0.387 0.1171
H 3.114 -0.229 -0.292 -2.456 2.321 0.901 0.1585
H 1.544 0.776 0.470 0.972 -3.076 -2.767 0.2037
N -1.625 1.345 0.915 -3.011 -3.390 -2.795 -0.0438
N -0.495 0.545 0.705 0.005 2.924 -0.078 -0.0966
N 1.615 -0.949 -0.891 -6.564 -4.356 -3.507 -0.1067
N 2.037 0.013 -0.294 6.736 5.572 5.198 -0.0483
```
Forces are in eV/Å.

---

This record from the Open Molecules 2025 dataset describes the ion C5H12N2 with charge +2 at a distorted geometry. The level of theory is ωB97M-V/def2-TZVPD.

Summary:
E_LUMO: -0.309 Ha
ΔE to the lowest compared entry with this formula, charge and spin: 118.17 kJ/mol
Orbital gap: 9.8969 eV
Charge: +2
Electronic energy: -306.5259 Eh
Structure (SMILES): C=[NH+]C(=C)CC[NH3+]

```
19
Properties=species:S:1:pos:R:3:forces:R:3:lowdin_charge:R:1
C -0.182 1.310 -0.961 -1.548 -0.640 -1.421 -0.0919
C -0.314 0.473 0.303 0.395 0.548 1.001 -0.1156
C 0.448 -0.829 0.152 -0.558 0.406 -0.168 -0.2690
C 0.529 -1.624 -0.908 0.678 -1.135 0.914 0.1532
C 0.736 -1.916 2.286 0.446 -0.111 0.614 0.2352
N 1.228 -1.224 1.336 0.397 -0.734 -1.108 0.0989
N -1.325 2.334 -1.218 0.485 -0.684 0.760 0.2241
H -0.374 0.642 -1.794 0.413 -0.232 -0.131 0.1164
H 0.761 1.799 -1.181 0.091 0.109 0.518 0.1507
H 0.137 1.040 1.121 0.075 -0.141 0.136 0.1321
H -1.339 0.320 0.642 -0.267 -0.057 -0.410 0.1356
H -0.234 -1.906 -1.612 -0.100 1.161 -0.769 0.1095
H 1.386 -2.295 -0.948 -0.317 -0.396 0.242 0.1047
H -0.301 -2.217 2.360 -0.266 0.456 -0.221 0.1452
H 1.405 -2.252 3.071 0.073 -0.076 -0.067 0.1425
H 2.242 -1.278 1.210 0.063 0.645 0.447 0.1985
H -2.110 2.245 -0.567 0.127 0.036 0.216 0.1735
H -1.712 2.085 -2.128 0.027 0.723 -0.226 0.1760
H -0.979 3.292 -1.164 -0.216 0.121 -0.328 0.1802
```
Forces are in eV/Å.

---

The lowest electronic energy belongs to which entry? C31H38BF3O2

---

What is the formula in the fifth record? C2H6N4